Entry 1:
{"formula": "C54H37BrCdFN12O5", "method": "ωB97M-V with the def2-TZVPD basis set", "homo_ev": -2.74, "e_above_lowest_kj_mol": 389.40, "charge": -1, "elements": ["Cd", "C", "C", "C", "C", "C", "N", "C", "N", "C", "C", "C", "C", "C", "C", "C", "C", "N", "C", "N", "C", "N", "C", "N", "C", "N", "C", "C", "C", "C", "C", "C", "C", "C", "C", "C", "C", "C", "N", "C", "C", "H", "H", "H", "H", "H", "H", "H", "H", "H", "H", "H", "H", "H", "H", "H", "H", "C", "C", "N", "C", "C", "C", "O", "O", "C", "O", "C", "C", "C", "F", "C", "C", "C", "N", "C", "C", "N", "C", "C", "H", "H", "H", "H", "H", "H", "H", "H", "H", "H", "H", "H", "H", "H", "H", "H", "H", "H", "Br", "C", "C", "C", "C", "C", "N", "C", "O", "O", "H", "H", "H"], "coordinates": [[-0.0682, -0.2750, -0.3887], [6.9098, 0.5319, 0.3687], [6.8514, -0.8782, 0.2753], [5.6696, -1.5294, 0.0138], [4.4993, -0.7687, -0.1305], [3.1536, -1.0877, -0.4764], [2.4002, 0.0672, -0.4633], [3.2095, 1.0762, -0.1676], [2.8030, 2.4022, -0.2996], [1.7650, 2.8808, 0.2444], [1.2517, 4.1790, -0.2777], [2.0142, 5.3410, -0.2971], [1.4498, 6.5267, -0.7344], [0.1282, 6.5522, -1.1771], [-0.6150, 5.3853, -1.2064], [-0.0586, 4.1969, -0.7417], [-0.8029, 2.9167, -0.8585], [-1.5097, 2.8021, -2.0289], [-1.6577, 1.6575, -2.6271], [-1.0774, 0.4673, -2.3624], [-1.4682, -0.4432, -3.3049], [-1.0994, -1.6661, -3.5099], [-0.0718, -2.2479, -2.8285], [0.7391, -1.6812, -1.9745], [1.7526, -2.5804, -1.6250], [2.8117, -2.3036, -0.9490], [1.4805, -3.8459, -2.3055], [2.1306, -5.0736, -2.3285], [1.5997, -6.0736, -3.1252], [0.4495, -5.8597, -3.8952], [-0.1923, -4.6330, -3.8825], [0.3353, -3.6347, -3.0775], [-2.4454, 0.2101, -4.2210], [-3.1534, -0.2649, -5.3059], [-3.9729, 0.6358, -5.9791], [-4.0649, 1.9669, -5.5762], [-3.3403, 2.4354, -4.4840], [-2.5361, 1.5307, -3.8214], [-0.8719, 1.9731, 0.0155], [4.5549, 0.6388, -0.0024], [5.7714, 1.2914, 0.2291], [7.8662, 1.0133, 0.5372], [7.7630, -1.4518, 0.3979], [5.6286, -2.6072, -0.0784], [3.0438, 5.2922, 0.0340], [2.0479, 7.4320, -0.7603], [-0.3077, 7.4761, -1.5376], [-1.6196, 5.3689, -1.6053], [3.0193, -5.2339, -1.7323], [2.0803, -7.0443, -3.1549], [0.0598, -6.6678, -4.5018], [-1.0816, -4.4484, -4.4698], [-3.0705, -1.3005, -5.6038], [-4.5530, 0.2999, -6.8300], [-4.7125, 2.6432, -6.1208], [-3.4017, 3.4648, -4.1566], [5.8159, 2.3723, 0.2580], [5.4743, 4.1149, 3.0492], [4.4198, 3.4368, 3.9086], [3.1981, 3.1342, 3.1885], [2.7809, 1.8045, 3.0653], [1.7071, 1.4100, 2.3750], [1.2940, -0.0606, 2.5642], [1.7542, -0.6132, 3.5654], [0.5403, -0.5816, 1.7001], [1.0162, 2.4559, 1.5308], [-0.3691, 2.1663, 1.3124], [1.0353, 3.7261, 2.3792], [-0.0544, 4.5786, 2.4055], [0.0958, 5.8453, 2.9130], [-0.9722, 6.6987, 2.9352], [1.3200, 6.3040, 3.3663], [2.3842, 5.4190, 3.4526], [2.2334, 4.0981, 3.0211], [1.5168, 7.6759, 3.7255], [1.2881, 8.0189, 5.1042], [2.0354, 9.2994, 5.4229], [1.5537, 10.3645, 4.4678], [1.7571, 9.9608, 3.0248], [1.0024, 8.6653, 2.8109], [6.3431, 4.3821, 3.6537], [5.0862, 5.0225, 2.5837], [5.7973, 3.4443, 2.2585], [4.1785, 4.0577, 4.7813], [4.8040, 2.4936, 4.2970], [3.3387, 1.0753, 3.6363], [-0.9978, 4.2563, 1.9904], [3.3349, 5.7918, 3.8050], [1.6540, 7.2209, 5.7490], [0.2132, 8.1560, 5.3323], [3.1019, 9.1846, 5.2340], [1.8621, 9.6653, 6.4335], [1.9982, 11.2600, 4.6647], [0.5477, 10.4884, 4.6143], [2.8292, 9.8288, 2.8891], [1.3893, 10.7791, 2.4078], [1.1514, 8.3225, 1.7857], [-0.0776, 8.8507, 2.9342], [-2.1040, 1.7744, 4.1589], [-2.5683, 0.0005, 3.5712], [-2.9124, -0.9091, 4.5546], [-3.3153, -2.1593, 4.1202], [-3.3593, -2.4227, 2.7645], [-2.9451, -1.4401, 1.8698], [-2.5534, -0.2263, 2.2821], [-2.9347, -1.7671, 0.3709], [-4.0111, -2.1107, -0.1213], [-1.8046, -1.6952, -0.1954], [-2.8666, -0.6430, 5.6000], [-3.5980, -2.9174, 4.8411], [-3.6951, -3.3718, 2.3723]], "atomic_forces_ev_per_a": [[-0.01, 0.02, 0.20], [0.04, -0.02, 0.00], [0.04, 0.01, 0.00], [-0.06, 0.00, 0.00], [0.08, -0.01, 0.02], [0.00, 0.11, 0.01], [-0.14, -0.10, 0.03], [0.06, 0.12, -0.14], [0.02, -0.11, 0.01], [-0.06, 0.18, 0.03], [0.02, -0.03, 0.00], [-0.01, 0.00, -0.01], [0.01, 0.02, -0.01], [0.00, 0.03, -0.01], [0.02, 0.02, 0.00], [0.01, 0.06, 0.07], [-0.28, 0.07, -0.05], [0.13, 0.05, 0.01], [-0.15, -0.13, -0.12], [0.14, -0.08, -0.05], [-0.10, 0.18, -0.04], [-0.01, -0.09, -0.04], [-0.07, -0.07, -0.09], [0.11, 0.05, 0.07], [-0.23, 0.01, -0.11], [0.17, -0.05, 0.09], [0.02, -0.05, 0.01], [0.00, 0.06, 0.03], [-0.01, -0.03, -0.03], [0.03, -0.04, 0.01], [-0.01, 0.04, 0.02], [0.00, -0.01, -0.01], [0.02, -0.08, -0.01], [0.00, 0.05, 0.02], [-0.01, -0.01, -0.02], [0.00, 0.02, 0.01], [0.00, -0.04, 0.00], [-0.01, 0.04, 0.01], [0.42, -0.54, 0.09], [0.02, 0.01, 0.06], [-0.01, -0.02, 0.01], [0.01, 0.00, 0.00], [0.01, 0.00, 0.00], [0.00, -0.01, -0.01], [0.03, 0.01, 0.01], [0.00, 0.01, 0.00], [0.00, 0.01, 0.01], [-0.02, 0.00, 0.00], [0.01, -0.01, 0.00], [0.00, -0.01, 0.00], [0.00, -0.01, -0.01], [-0.02, 0.01, -0.01], [0.00, -0.04, -0.01], [-0.01, 0.00, 0.00], [0.00, 0.00, -0.01], [0.00, 0.02, 0.00], [-0.01, 0.09, 0.04], [0.01, 0.04, 0.00], [-0.08, -0.03, 0.12], [0.10, 0.00, -0.15], [-0.13, -0.05, 0.05], [0.11, 0.02, 0.03], [0.10, -0.02, -0.09], [0.02, 0.03, 0.06], [-0.24, 0.00, -0.03], [-0.12, -0.29, 0.09], [0.03, 0.53, 0.12], [0.00, 0.06, 0.04], [0.04, -0.01, 0.03], [-0.03, -0.02, 0.08], [0.04, 0.04, 0.00], [-0.11, -0.02, -0.06], [-0.02, 0.01, -0.10], [-0.04, -0.05, -0.06], [0.24, -0.02, 0.04], [-0.17, 0.02, 0.09], [0.03, 0.07, -0.04], [-0.11, 0.01, 0.00], [0.01, 0.05, 0.06], [0.01, 0.01, -0.12], [0.02, 0.00, 0.01], [0.00, 0.01, -0.01], [0.03, -0.06, -0.08], [0.01, -0.02, 0.00], [0.01, 0.02, -0.05], [0.01, -0.02, -0.02], [-0.04, -0.02, -0.02], [0.01, 0.02, 0.04], [0.02, 0.02, -0.02], [0.02, -0.01, 0.02], [-0.02, -0.02, 0.06], [-0.02, -0.04, 0.01], [0.04, -0.04, -0.01], [0.03, 0.02, 0.01], [-0.02, 0.00, -0.03], [-0.01, -0.03, -0.03], [0.00, 0.00, 0.02], [0.00, -0.01, 0.00], [0.03, -0.01, -0.05], [-0.02, 0.00, -0.17], [0.04, 0.09, 0.06], [-0.06, -0.13, -0.01], [0.05, 0.04, -0.06], [0.04, -0.02, -0.07], [-0.06, -0.03, 0.06], [0.09, 0.22, 0.02], [0.08, -0.06, 0.14], [-0.17, 0.04, -0.06], [0.01, -0.01, -0.01], [0.00, 0.00, -0.01], [-0.01, -0.02, 0.01]], "mulliken_charge": [3.95, -0.77, -0.61, -0.33, 0.17, -0.69, 0.17, -0.65, -0.83, 0.64, 0.25, -0.48, -0.83, -1.05, -0.27, 0.23, 0.48, -0.51, -0.30, -0.28, 0.05, -0.59, 0.12, -0.58, -0.51, -0.45, 0.09, -0.16, -0.53, -0.60, -0.16, 0.26, 0.08, -0.12, -0.58, -0.64, -0.08, -0.19, -1.18, 0.38, -0.24, 0.37, 0.36, 0.52, 0.52, 0.53, 0.38, 0.56, 0.53, 0.37, 0.38, 0.53, 0.56, 0.38, 0.37, 0.53, 0.57, -0.82, -0.86, 0.75, -0.63, -0.37, -0.61, -0.86, -0.95, 2.37, -0.16, 0.03, -0.19, 0.49, -0.46, -1.94, -0.85, 0.27, 0.63, -0.46, -0.84, -0.14, -0.94, -0.10, 0.43, 0.19, 0.04, 0.50, 0.41, 0.57, 0.79, 0.53, 0.44, 0.27, 0.36, 0.42, 0.35, 0.41, 0.35, 0.42, 0.07, 0.36, -0.21, 0.31, -0.63, -0.29, -0.67, 0.61, 0.03, -0.19, -0.71, -0.83, 0.37, 0.39, 0.42]}

***

Entry 2:
{"formula": "C54H38F3KN7O4Sb", "method": "ωB97M-V with the def2-TZVPD basis set", "homo_ev": -2.22, "charge": -2, "elements": ["K", "O", "C", "C", "C", "C", "C", "C", "C", "O", "N", "N", "C", "C", "C", "C", "C", "C", "N", "H", "H", "H", "H", "H", "H", "H", "H", "H", "H", "C", "O", "C", "C", "C", "C", "C", "C", "N", "N", "C", "C", "C", "C", "O", "C", "N", "C", "C", "C", "C", "H", "H", "H", "H", "H", "H", "H", "H", "H", "H", "H", "H", "F", "C", "C", "C", "C", "C", "C", "Sb", "C", "C", "C", "C", "F", "C", "C", "C", "C", "C", "C", "F", "C", "C", "H", "H", "H", "H", "H", "H", "H", "H", "H", "H", "H", "H", "N", "C", "C", "C", "C", "C", "C", "C", "H", "H", "H", "H"], "coordinates": [[1.0304, -0.8069, 0.4856], [3.2705, -4.1131, 4.9808], [2.2418, -4.7916, 4.3893], [1.7439, -5.9282, 5.0258], [0.7147, -6.6675, 4.4733], [0.1744, -6.2769, 3.2570], [0.6800, -5.1529, 2.6282], [1.7050, -4.3714, 3.1646], [2.0933, -3.1329, 2.3484], [1.5953, -3.0633, 1.2052], [2.9028, -2.3097, 2.9854], [3.0095, -1.0739, 2.3630], [4.1618, -0.5395, 2.4685], [4.3892, 0.8467, 2.0258], [5.6953, 1.3314, 1.9225], [5.8952, 2.6451, 1.5318], [4.7900, 3.4355, 1.2647], [3.5282, 2.8647, 1.3894], [3.3216, 1.6086, 1.7586], [3.4926, -4.5839, 5.7905], [2.1833, -6.2308, 5.9725], [0.3455, -7.5446, 4.9916], [-0.6287, -6.8397, 2.7986], [0.2921, -4.8213, 1.6735], [4.9957, -1.0927, 2.9050], [6.5284, 0.6758, 2.1416], [6.8989, 3.0421, 1.4331], [4.8845, 4.4637, 0.9430], [2.6406, 3.4510, 1.1706], [-6.9827, -1.2139, 5.2525], [-6.8009, -0.4073, 4.1143], [-6.7443, -1.0468, 2.9024], [-6.3481, -0.2585, 1.8205], [-6.2350, -0.8077, 0.5636], [-6.5251, -2.1596, 0.3636], [-6.9710, -2.9189, 1.4284], [-7.0657, -2.3811, 2.7087], [-6.5472, -2.7718, -0.9407], [-5.6117, -2.6266, -1.7552], [-4.3591, -2.0773, -1.4250], [-3.8004, -1.2656, -2.4016], [-2.6581, -0.5121, -2.2058], [-1.9449, -0.5739, -0.9834], [-0.9061, 0.0889, -0.7307], [-2.4441, -1.5575, 0.0023], [-1.6703, -1.7328, 1.0979], [-1.9861, -2.6752, 1.9491], [-3.0913, -3.5269, 1.7785], [-3.9024, -3.3416, 0.6957], [-3.6141, -2.3130, -0.2305], [-6.8736, -0.5561, 6.1120], [-6.2286, -2.0056, 5.3010], [-7.9803, -1.6668, 5.2706], [-6.1089, 0.7816, 1.9955], [-5.8977, -0.1949, -0.2615], [-7.2328, -3.9548, 1.2518], [-7.3894, -3.0089, 3.5262], [-4.3342, -1.1960, -3.3441], [-2.2707, 0.1223, -2.9913], [-1.3329, -2.8002, 2.8077], [-3.2736, -4.3202, 2.4924], [-4.7478, -3.9943, 0.5222], [5.9302, 5.5237, -4.2160], [4.9615, 4.7654, -3.6271], [5.3361, 3.7411, -2.7838], [4.3360, 2.9792, -2.1923], [2.9854, 3.2264, -2.4177], [2.6651, 4.2682, -3.2848], [3.6398, 5.0462, -3.8972], [1.4068, 2.0838, -1.4524], [0.5552, 4.1383, -0.6466], [-0.5811, 3.9591, 0.1509], [-1.1532, 4.9758, 0.9071], [-0.5488, 6.2154, 0.8859], [-1.0872, 7.2312, 1.6276], [0.5890, 6.4584, 0.1491], [1.1207, 5.4146, -0.6058], [0.0699, 2.2702, -3.1310], [-1.2503, 2.6767, -2.9830], [-2.0983, 2.8129, -4.0734], [-1.5980, 2.5415, -5.3299], [-2.4202, 2.6757, -6.4086], [-0.2936, 2.1464, -5.5318], [0.5302, 2.0171, -4.4185], [6.3839, 3.5433, -2.5982], [4.6427, 2.1768, -1.5336], [1.6237, 4.4892, -3.4870], [3.3844, 5.8561, -4.5680], [-1.0485, 2.9770, 0.2063], [-2.0354, 4.8137, 1.5131], [1.0436, 7.4416, 0.1690], [2.0191, 5.6290, -1.1756], [-1.6475, 2.8861, -1.9993], [-3.1312, 3.1129, -3.9552], [0.0665, 1.9491, -6.5331], [1.5608, 1.7173, -4.5664], [4.8981, -4.5651, -3.6067], [4.3407, -3.5918, -3.3450], [3.6681, -2.3658, -3.0310], [2.5049, -2.0199, -3.7187], [1.8820, -0.8126, -3.4421], [2.3692, 0.0934, -2.4902], [3.5059, -0.3288, -1.7875], [4.1657, -1.5198, -2.0428], [2.0996, -2.6973, -4.4614], [0.9750, -0.5805, -3.9929], [3.8904, 0.2820, -0.9710], [5.0463, -1.8033, -1.4790]], "atomic_forces_ev_per_a": [[0.13, 0.50, -0.03], [-0.03, -0.03, -0.02], [0.12, 0.12, 0.01], [0.00, -0.01, 0.00], [-0.07, -0.04, -0.04], [-0.01, -0.06, 0.06], [0.09, 0.17, -0.06], [0.02, -0.05, -0.06], [-0.24, -0.86, 0.50], [0.23, -0.11, 0.07], [0.07, 0.65, -0.36], [0.33, -0.77, 0.35], [-0.15, 0.23, -0.07], [0.01, -0.14, 0.07], [-0.07, 0.09, -0.05], [0.01, -0.06, 0.01], [-0.06, 0.05, -0.03], [0.04, 0.08, -0.05], [0.05, -0.06, 0.02], [0.01, 0.00, 0.01], [0.00, 0.00, 0.01], [-0.01, -0.01, 0.00], [-0.01, -0.02, 0.01], [-0.01, -0.02, 0.00], [-0.02, 0.03, 0.05], [0.01, -0.01, 0.00], [-0.01, 0.01, 0.00], [0.02, 0.01, 0.00], [-0.01, 0.01, -0.01], [-0.02, -0.01, -0.01], [0.02, 0.03, -0.03], [0.00, 0.07, 0.01], [-0.03, -0.05, 0.11], [0.03, -0.06, -0.03], [-0.04, -0.24, -0.30], [-0.04, 0.07, 0.07], [0.00, 0.06, -0.03], [-0.20, 0.16, 0.33], [0.30, 0.01, -0.18], [-0.29, -0.05, -0.03], [0.10, 0.13, -0.15], [-0.09, -0.11, -0.01], [0.25, 0.06, 0.16], [-0.65, 0.19, -0.43], [0.05, 0.03, 0.04], [0.00, -0.05, -0.14], [-0.03, -0.08, 0.17], [0.08, 0.04, 0.03], [0.00, 0.02, -0.10], [-0.02, 0.00, 0.14], [-0.01, -0.02, 0.01], [-0.01, 0.00, 0.02], [0.02, -0.01, 0.01], [0.00, 0.02, 0.02], [0.02, -0.03, -0.04], [0.00, -0.02, 0.00], [0.00, 0.00, 0.03], [-0.01, 0.00, 0.00], [0.00, 0.02, 0.01], [0.02, 0.01, 0.00], [-0.02, -0.01, 0.00], [0.07, -0.01, 0.00], [0.00, -0.01, 0.00], [0.05, -0.02, 0.00], [0.02, 0.08, -0.07], [0.07, -0.04, 0.11], [-0.03, -0.09, -0.04], [-0.07, 0.04, -0.02], [0.04, 0.02, -0.01], [0.03, 0.09, -0.05], [0.00, -0.01, 0.02], [-0.07, -0.05, 0.03], [0.03, 0.10, 0.02], [-0.02, 0.01, 0.02], [0.00, -0.02, -0.01], [-0.07, 0.02, 0.05], [0.07, 0.02, -0.06], [0.13, 0.02, -0.02], [-0.12, -0.01, 0.07], [-0.02, -0.01, -0.10], [-0.03, 0.02, 0.00], [0.01, 0.00, 0.00], [-0.03, 0.01, 0.01], [0.04, 0.00, -0.07], [0.01, 0.01, -0.01], [-0.03, 0.00, 0.01], [-0.02, 0.01, 0.01], [0.00, 0.01, -0.01], [0.04, -0.04, 0.00], [-0.03, 0.00, 0.01], [0.00, 0.01, 0.00], [0.04, -0.02, -0.04], [0.01, -0.01, 0.02], [-0.01, 0.00, -0.01], [-0.01, 0.00, -0.02], [0.02, -0.02, 0.01], [-0.01, 0.00, -0.03], [0.11, -0.09, 0.03], [-0.04, -0.08, -0.07], [0.01, 0.09, 0.04], [-0.09, 0.01, -0.04], [0.02, 0.07, -0.01], [0.00, -0.05, 0.07], [-0.04, 0.01, -0.02], [0.02, -0.01, 0.01], [0.00, 0.02, 0.02], [0.00, 0.03, 0.02], [0.00, -0.03, -0.01]], "mulliken_charge": [1.08, -0.50, 1.43, -0.86, -0.40, -0.93, -0.45, 0.00, 0.38, -0.88, -0.59, 0.08, -1.01, 0.94, -0.74, -0.41, -0.58, -0.28, -0.24, 0.29, 0.20, 0.36, 0.39, 0.50, 0.28, 0.38, 0.40, 0.46, 0.64, -0.85, -0.45, 0.87, -0.70, -0.08, 0.00, -0.53, -0.36, -0.68, -0.50, -0.02, -0.62, -0.48, -0.58, -0.12, 0.26, -0.37, -0.53, -1.15, -0.38, 1.10, 0.24, 0.35, 0.31, 0.42, 0.41, 0.37, 0.35, 0.36, 0.52, 0.63, 0.49, 0.63, -0.38, 0.33, -0.81, -0.28, 0.59, -0.64, -0.77, 0.86, -0.11, -0.30, -0.86, 0.38, -0.38, -0.71, -0.27, 1.11, -0.99, -0.41, 0.42, -0.40, -0.88, -0.64, 0.47, 0.28, 0.59, 0.43, 0.36, 0.45, 0.43, 0.25, 0.14, 0.43, 0.43, 0.66, -0.64, -0.09, 0.56, -0.98, -0.04, -0.28, 0.54, -1.04, 0.44, 0.35, 0.06, 0.46]}

***

no.,lowest unoccupied orbital energy (Ha)
1,-0.020
2,0.133